[1]
{
  "formula": "C30H48F5N3O27S3",
  "method": "ωB97M-V/def2-TZVPD",
  "species": ["S", "S", "S", "F", "F", "F", "F", "F", "O", "O", "O", "O", "O", "O", "O", "O", "O", "O", "O", "O", "O", "O", "O", "O", "O", "O", "O", "O", "O", "O", "O", "O", "O", "O", "O", "N", "N", "N", "C", "C", "C", "C", "C", "C", "C", "C", "C", "C", "C", "C", "C", "C", "C", "C", "C", "C", "C", "C", "C", "C", "C", "C", "C", "C", "C", "C", "C", "C", "H", "H", "H", "H", "H", "H", "H", "H", "H", "H", "H", "H", "H", "H", "H", "H", "H", "H", "H", "H", "H", "H", "H", "H", "H", "H", "H", "H", "H", "H", "H", "H", "H", "H", "H", "H", "H", "H", "H", "H", "H", "H", "H", "H", "H", "H", "H", "H"],
  "xyz": [[15.513, 26.552, -10.812], [18.963, 20.353, -13.643], [23.780, 23.486, -12.843], [23.223, 19.177, -10.753], [23.031, 21.565, -16.407], [14.895, 15.699, -13.476], [9.894, 18.844, -11.669], [18.725, 16.488, -12.425], [13.870, 14.078, -16.857], [14.119, 26.351, -11.198], [16.682, 19.368, -19.171], [14.276, 18.637, -11.784], [21.830, 20.010, -17.564], [12.903, 19.586, -10.273], [14.182, 15.882, -15.561], [21.644, 19.371, -9.225], [16.773, 12.564, -12.045], [12.751, 14.356, -14.931], [12.080, 18.414, -11.972], [15.876, 27.809, -10.156], [20.387, 17.720, -9.970], [19.364, 19.603, -9.045], [19.683, 19.364, -17.496], [19.467, 21.202, -14.754], [19.871, 19.399, -13.036], [13.793, 23.333, -13.627], [14.579, 22.374, -17.601], [11.946, 23.282, -12.470], [17.352, 14.639, -12.587], [24.164, 22.576, -11.781], [17.739, 13.924, -10.552], [20.318, 21.575, -17.980], [14.768, 24.401, -16.841], [24.692, 23.965, -13.836], [16.392, 20.037, -17.106], [15.210, 23.306, -17.137], [12.673, 23.724, -13.381], [16.108, 19.353, -18.075], [18.030, 21.549, -12.563], [21.245, 22.855, -12.820], [17.663, 15.833, -11.882], [15.807, 25.047, -9.788], [16.721, 23.176, -16.977], [17.317, 13.576, -11.716], [22.608, 21.182, -17.628], [17.113, 24.555, -10.318], [13.583, 14.712, -15.886], [11.484, 19.786, -10.236], [12.646, 15.451, -14.049], [14.900, 18.445, -18.034], [12.254, 24.977, -14.087], [20.365, 19.013, -9.436], [21.551, 22.188, -17.974], [13.189, 18.833, -11.329], [22.419, 22.680, -13.697], [16.339, 20.342, -13.936], [18.225, 15.236, -10.604], [16.711, 26.091, -12.146], [11.022, 18.523, -11.067], [22.617, 24.848, -12.250], [21.548, 17.544, -10.698], [17.574, 19.453, -14.243], [20.510, 20.217, -17.705], [17.047, 24.598, -11.894], [13.927, 16.285, -14.259], [16.575, 21.059, -12.571], [22.477, 18.416, -9.928], [21.424, 23.992, -11.700], [16.935, 22.275, -16.406], [20.348, 23.239, -13.305], [11.359, 20.737, -10.753], [22.332, 25.371, -13.162], [22.771, 21.663, -13.859], [13.139, 25.607, -14.067], [20.947, 21.898, -12.390], [21.549, 22.947, -17.191], [14.918, 24.416, -9.777], [12.516, 15.153, -13.011], [16.217, 24.023, -12.299], [16.154, 21.145, -14.651], [23.170, 17.808, -9.344], [18.051, 24.373, -12.249], [20.622, 24.722, -11.598], [21.382, 18.028, -11.666], [22.114, 23.206, -14.601], [13.837, 17.344, -14.028], [21.760, 22.700, -18.915], [11.826, 16.069, -14.419], [11.425, 25.378, -13.508], [15.852, 21.856, -12.405], [21.968, 16.597, -11.035], [15.265, 17.431, -17.886], [18.511, 21.705, -11.600], [17.579, 26.748, -12.145], [17.308, 23.575, -9.880], [17.884, 25.212, -9.914], [21.545, 23.408, -10.789], [19.280, 14.997, -10.743], [18.077, 22.406, -13.235], [16.984, 24.037, -16.368], [11.858, 24.739, -15.073], [17.507, 18.536, -13.658], [17.917, 15.716, -9.678], [15.395, 19.806, -13.855], [16.498, 20.310, -11.780], [17.924, 19.216, -15.248], [23.096, 25.477, -11.502], [10.905, 19.710, -9.317], [16.042, 26.274, -12.987], [14.255, 18.627, -18.889], [15.805, 25.391, -8.753], [17.089, 23.115, -17.998], [14.455, 18.790, -17.101], [23.475, 21.091, -18.279], [10.962, 17.505, -10.675], [16.736, 16.390, -11.752]],
  "atomic_forces_ev_per_a": [[-0.8720, -0.4297, 1.6940], [0.5610, 1.1544, -1.3334], [-2.1799, 0.0787, -0.3965], [0.6423, 0.1225, -0.4438], [0.9604, -0.6887, 1.0576], [0.4255, 0.6518, 0.2672], [-1.3339, -0.0479, -1.0323], [-0.8204, 0.5150, -0.8231], [-0.5093, 0.6345, 0.4929], [0.8187, 0.6250, -0.8875], [-0.3231, 0.2688, 1.6439], [0.0305, -0.1298, 0.5388], [1.5001, -0.8679, -0.0056], [0.0314, -0.2719, 1.3438], [1.1289, 1.9248, -1.1020], [0.1992, -0.8907, -0.4287], [0.8884, -0.0560, 0.4823], [-0.4716, -0.3028, 0.6982], [0.3039, -0.3466, -0.6080], [-0.0109, -1.4048, -0.8735], [-2.7888, 0.0951, 0.9294], [2.8213, -1.6203, -1.4973], [1.2225, 1.8657, -0.9021], [-0.5096, -1.1580, 1.4823], [-0.0287, 0.7551, 0.4549], [-0.1258, -0.5485, -0.0633], [0.2129, 0.5645, 0.3721], [1.0429, 0.3778, -1.8255], [0.4163, 0.8827, -0.3603], [0.0922, 0.9670, -0.2543], [-0.4576, -0.9971, 1.9147], [-1.1212, -2.6136, -0.0717], [-0.5252, -0.2890, -0.0055], [0.9638, 0.3883, 0.1225], [-0.1173, -0.7547, -0.5628], [0.7161, -0.0633, -0.1760], [-0.5355, 0.2770, 1.8464], [0.2501, 0.0925, -2.2420], [-0.1088, -0.3746, -1.0310], [-2.5929, 0.7386, 2.0228], [0.7474, -1.9297, 0.9412], [-0.3629, 1.6289, 0.7691], [-1.0492, -0.2509, 0.5343], [-2.5373, -0.7225, -2.6828], [-1.5707, 0.0989, -0.1690], [-0.2069, -1.1862, -0.0187], [1.3992, -1.1646, -1.1400], [-0.5639, -1.9222, -0.7722], [-0.6010, 1.6012, 0.6601], [0.4689, 0.8643, 1.7985], [-0.7646, -0.2308, 0.4968], [-1.9172, -0.5034, 1.5803], [0.7329, 2.3957, -0.8344], [1.0180, 0.5910, -1.5026], [0.3771, 0.5649, -0.3081], [-0.0500, 0.7324, 0.1445], [0.5331, -0.0622, 0.8148], [-1.1280, -0.0913, 0.1167], [0.7839, 1.4890, 0.3638], [0.7472, -2.1014, 1.2491], [0.6947, 1.9083, -2.1545], [-0.7254, 0.2318, 0.5437], [-1.4866, 0.1372, 1.1855], [0.1091, 1.7479, 1.7130], [-1.3085, -2.9516, 0.4633], [1.0414, -1.3178, 0.0888], [1.0042, 0.7499, -0.2330], [1.3370, -0.5195, -1.3469], [-0.0380, -0.1560, -0.4136], [0.2403, -0.5282, -0.8801], [-0.8123, -0.2282, -0.1567], [0.0869, 0.1320, 0.1090], [-0.3742, 0.0015, -0.1907], [-0.2360, 0.0493, -0.3115], [0.0738, 0.1758, 0.3979], [0.0561, 0.0436, -0.0230], [0.1671, -0.1968, -0.9766], [-0.0722, -0.2243, -0.2032], [0.4003, -0.4725, 0.0321], [0.2944, -0.2551, -0.4166], [-0.1816, 0.6617, 0.9097], [-0.3305, -0.2327, -0.5193], [-0.5254, -0.5722, -0.0973], [0.0756, 0.2252, -0.1245], [1.1084, -0.1883, -0.4012], [0.3257, 0.0174, -0.5153], [-0.2358, -0.1434, -0.1737], [-0.3241, -0.0193, 0.4283], [0.2517, 0.1397, 0.0733], [0.0463, -0.0560, -0.0060], [-0.6919, -0.6891, 1.2812], [-0.1119, -0.0081, -0.4145], [-0.0508, -0.0392, -0.0635], [-0.1922, 0.0977, 0.1336], [0.1827, -0.2021, -0.4065], [0.2424, 0.0678, -0.4133], [0.6401, 0.8654, 0.4027], [0.3504, 1.4602, 0.3263], [0.3256, 0.2450, 0.3997], [0.3296, 0.1020, -0.5559], [0.5313, -0.1217, -0.1003], [0.1303, -0.0164, 0.0182], [0.5424, 0.2437, -0.1058], [0.2213, -0.3472, -0.1734], [-0.3705, 0.0835, 0.1375], [-0.7593, 0.1031, -0.2894], [0.0546, 0.0860, -0.2088], [1.0969, 0.4534, 0.6544], [0.5323, -0.0700, -0.4699], [0.3707, -0.1554, -0.0699], [0.5886, 0.2175, 0.0063], [0.3529, 0.1151, 0.2509], [-0.5267, -0.3609, -0.1597], [-0.1710, -0.3174, -0.0107], [-0.5076, 0.4069, 1.0472], [0.3749, 0.6959, -0.4963]],
  "multiplicity": 1,
  "smiles": "O=C1OC[C@@H](F)O1.O=C1OC[C@@H](F)O1.O=C1OC[C@@H](F)O1.O=C1OC[C@@H](F)O1.O=C1OC[C@@H](F)O1.C[N+](=O)[O-].C[N+](=O)[O-].C[N+](=O)[O-].O=S1(=O)CCCC1.O=S1(=O)CCCC1.O=S1(=O)CCCC1",
  "e_tot_ev": -137721.976,
  "homo_lumo_gap_ev": 9.70,
  "de_lowest_kj_mol": 204.8
}

[2]
{
  "formula": "C4H2AgO4",
  "method": "ωB97M-V/def2-TZVPD",
  "species": ["Ag", "O", "O", "O", "O", "C", "C", "C", "C", "H", "H"],
  "xyz": [[-1.961, 0.084, -3.149], [0.862, -0.727, 2.496], [0.613, 1.283, -0.294], [-0.835, -0.249, -1.043], [-0.322, 1.527, -2.291], [1.273, 0.448, 1.985], [0.857, 0.397, 0.716], [0.138, -0.909, 0.983], [-0.293, 0.880, -1.236], [-0.922, -0.915, 1.260], [0.592, -1.820, 0.574]],
  "atomic_forces_ev_per_a": [[0.4993, 0.1524, 0.4660], [-0.1988, -0.1095, -1.1243], [0.0427, 0.5274, -0.2763], [-1.0005, 0.4713, -0.6403], [-0.8394, 0.6966, -0.2595], [-0.3066, -0.6469, -0.4192], [-1.3926, -0.1136, 0.1416], [1.3260, 0.4597, 2.1341], [1.7637, -1.7027, 0.1517], [0.5300, -0.0279, -0.3485], [-0.4237, 0.2933, 0.1747]],
  "multiplicity": 2,
  "s_squared": 0.76,
  "e_tot_ev": -16363.479,
  "homo_lumo_gap_ev": [6.05, 5.88],
  "de_lowest_kj_mol": 66.9
}

[3]
{
  "formula": "C5H9ClS2",
  "method": "ωB97M-V/def2-TZVPD",
  "species": ["Cl", "S", "S", "C", "C", "C", "C", "C", "H", "H", "H", "H", "H", "H", "H", "H", "H"],
  "xyz": [[-4.039, 0.463, -0.175], [-0.107, -1.249, 0.197], [2.913, -0.437, 0.074], [-1.494, -0.399, -0.490], [-2.453, 0.014, 0.310], [3.995, 0.969, -0.408], [1.216, -0.017, -0.191], [0.767, 1.278, 0.591], [-0.217, 1.651, 0.277], [0.548, 0.871, 1.729], [-2.417, 0.148, 1.511], [4.243, 1.639, 0.579], [4.802, 0.254, -0.872], [3.497, 1.550, -1.211], [0.884, 0.208, -1.290], [-1.519, -0.321, -1.550], [1.766, 2.033, 0.583]],
  "atomic_forces_ev_per_a": [[-0.1740, 0.2521, -0.5488], [0.7017, -0.4925, 0.4000], [0.0982, -1.2422, 0.3220], [0.9377, -0.2823, 0.5972], [-0.7174, 0.6072, 3.7431], [0.1771, -0.3624, 0.9149], [-3.1416, 2.9643, -1.7834], [2.6164, -0.6426, 2.7809], [0.8104, 0.3731, -0.2978], [0.9247, 1.3613, -2.5649], [0.4591, -0.8444, -3.1500], [-0.1899, -1.7206, -2.8015], [-0.8220, 2.2496, 1.1042], [0.5719, -0.2083, 0.5368], [1.4438, -0.4029, 1.4139], [-0.3962, -0.0574, -0.7713], [-3.2997, -1.5518, 0.1047]],
  "multiplicity": 1,
  "smiles": "CS[C@H](C)S/C=C/Cl",
  "e_tot_ev": -39520.908,
  "homo_lumo_gap_ev": 9.39,
  "de_lowest_kj_mol": 267.0
}

[4]
{
  "formula": "C3H4N2O",
  "method": "ωB97M-V/def2-TZVPD",
  "species": ["O", "N", "N", "C", "C", "C", "H", "H", "H", "H"],
  "xyz": [[1.128, 0.371, -1.785], [-0.885, -0.562, 0.917], [-0.129, 0.413, 1.526], [-0.479, -0.919, -0.466], [0.677, 0.792, 0.563], [0.458, 0.077, -0.643], [0.789, -0.221, -2.469], [-1.636, -0.302, 0.084], [-1.316, -1.238, 1.540], [1.392, 1.589, 0.732]],
  "atomic_forces_ev_per_a": [[-0.0174, -0.0825, -0.1106], [-0.2560, -0.2230, 0.1473], [0.0644, 0.0942, -0.2226], [0.4137, -0.0070, -0.1683], [-0.0274, 0.0672, 0.0611], [-0.1345, -0.0918, 0.1272], [0.0818, 0.0393, -0.0024], [-0.1198, 0.2675, 0.3224], [0.0934, 0.0390, -0.1566], [-0.0981, -0.1028, 0.0025]],
  "multiplicity": 1,
  "e_tot_ev": -8199.065,
  "homo_lumo_gap_ev": 9.93,
  "de_lowest_kj_mol": 465.1
}

[5]
{
  "formula": "C5H8O2",
  "method": "ωB97M-V/def2-TZVPD",
  "species": ["O", "O", "C", "C", "C", "C", "C", "H", "H", "H", "H", "H", "H", "H", "H"],
  "xyz": [[-1.259, -0.923, 1.286], [0.240, 1.522, -0.444], [-0.124, -0.779, -0.979], [1.688, -0.099, 0.898], [0.590, 0.182, -0.082], [-1.118, 1.303, 0.010], [-0.836, -0.176, 0.203], [-1.267, 1.793, 0.980], [1.278, -0.784, 1.651], [-1.876, 1.655, -0.703], [0.153, -1.823, -0.852], [2.608, -0.540, 0.500], [1.942, 0.838, 1.399], [-1.717, -1.704, 0.954], [-0.373, -0.480, -1.994]],
  "atomic_forces_ev_per_a": [[-0.1982, -0.1571, -0.0840], [0.1317, 0.1161, -0.0319], [-0.0092, -0.0967, -0.1861], [0.1829, 0.0386, -0.0732], [0.1717, -0.3113, 0.5279], [-0.3269, 0.0849, 0.0472], [0.0202, 0.2048, -0.2144], [-0.0387, -0.0560, -0.1012], [0.1583, 0.0532, -0.0549], [0.1733, -0.1815, 0.0469], [-0.0505, 0.1555, 0.0270], [-0.2153, 0.1439, -0.1420], [-0.0020, -0.1026, -0.0037], [-0.0339, 0.1315, 0.1234], [0.0365, -0.0233, 0.1190]],
  "multiplicity": 1,
  "e_tot_ev": -9407.230,
  "homo_lumo_gap_ev": 9.76,
  "de_lowest_kj_mol": 251.0
}